1.
C23H16Br2CrF3N4O5S3 | ωB97M-V/def2-TZVPD

Results
F_max	0.06541	Eh/bohr
orbital gap (alpha / beta)	3.41 / 3.29	eV
E_HOMO (alpha / beta)	0.665 / 0.782	eV
total charge	-2
multiplicity	2

Last column: Löwdin charge in e.
Atoms and positions in Å:
Cr: -0.7411 0.2184 -0.0982  0.4520
O: -1.5362 1.2270 1.2286  -0.2962
N: -2.0431 0.7820 2.3686  -0.1888
C: -2.6938 1.6722 3.1944  -0.0381
C: -3.2434 1.2474 4.3727  -0.1221
C: -3.1357 -0.0916 4.7448  -0.1035
C: -2.4602 -0.9797 3.8922  -0.1110
C: -1.9154 -0.5536 2.6958  -0.6802
S: -1.0729 -1.5530 1.5793  0.7160
H: -2.7224 2.6888 2.8325  0.1242
H: -3.7500 1.9638 5.0025  0.0858
H: -3.5754 -0.4455 5.6634  0.0831
H: -2.3487 -2.0199 4.1456  0.0925
C: -3.3951 1.9899 -0.8806  -0.0432
C: -2.2551 2.2765 -1.8071  -0.3212
C: -2.3890 3.0934 -2.9035  -0.0501
C: -1.3183 3.2792 -3.7927  -0.0754
C: -0.1583 2.5119 -3.6130  -0.2147
C: 0.9556 2.4577 -4.4700  -0.6312
Br: 1.0924 3.6756 -5.9303  0.6568
C: 1.9767 1.5352 -4.3200  -0.2022
C: 1.9174 0.6432 -3.2717  -0.6103
Br: 3.2141 -0.7272 -3.1561  0.7662
C: 0.8866 0.6666 -2.3266  -0.3989
O: 0.7581 -0.2213 -1.3588  -0.3061
C: -0.1151 1.6466 -2.4865  -0.1435
N: -1.0965 1.6324 -1.5437  0.0535
H: -4.3204 2.3977 -1.2789  0.0658
H: -3.2121 2.4017 0.1104  0.0581
H: -3.4830 0.9073 -0.7772  0.0776
H: -3.3327 3.5835 -3.0988  0.0942
H: -1.4211 3.9385 -4.6429  0.0532
H: 2.7933 1.4917 -5.0267  0.0807
N: 2.9732 -0.4090 0.1430  0.1174
C: 2.8459 -0.1547 1.4336  -0.6440
N: 1.7996 0.2882 2.0335  0.1044
C: 1.9912 0.4665 3.3689  -0.3018
C: 1.0431 0.9018 4.2941  -0.0070
C: 1.3937 1.0155 5.6254  -0.1099
C: 2.6795 0.7194 6.0636  -0.1333
C: 3.6473 0.2998 5.1606  -0.1313
C: 3.2960 0.1700 3.8341  -0.5038
S: 4.2920 -0.3784 2.5117  0.9999
H: 2.1124 -0.4202 -0.4323  0.0486
H: 3.7823 -0.8853 -0.2154  0.0622
H: 0.0445 1.1229 3.9527  0.0977
H: 0.6518 1.3455 6.3403  0.0911
H: 2.9322 0.8118 7.1114  0.0828
H: 4.6517 0.0769 5.4880  0.0916
F: -2.9705 -3.4990 -2.4019  0.0859
C: -2.1043 -2.9658 -3.2868  -0.6225
F: -2.8614 -2.3401 -4.2119  0.0836
F: -1.5439 -4.0151 -3.9241  0.0826
S: -0.8368 -1.7808 -2.4746  0.4926
O: -0.0205 -2.7163 -1.7604  -0.2924
O: -0.3276 -1.1691 -3.6709  -0.2699
O: -1.8043 -1.0213 -1.6974  -0.3475

2.
C4H9N2O2 | ωB97M-V/def2-TZVPD

Results
F_max	0.07013	Eh/bohr
orbital gap	9.33	eV
E_HOMO	-13.138	eV
relative energy (zero: lowest compared OMol25 entry of this formula, charge and spin)	203.7	kJ/mol
SMILES string	N[C@]1(C(=[NH2+])O)C[C@H]1O
total charge	+1

Last column: Löwdin charge in e.
Atoms and positions in Å:
C: 1.2496 0.6368 0.0953  -0.2860
C: -0.9092 -0.3074 1.0046  -0.0450
C: -1.3824 0.0096 -0.3231  -0.1369
C: 0.2653 -0.4236 0.0456  -0.2888
N: 0.8146 1.8079 0.4787  0.2434
N: 0.9479 -1.6610 -0.2386  0.0927
O: 2.4981 0.5103 -0.3842  0.1714
O: -1.5064 1.4057 -0.6031  -0.0174
H: -0.9319 0.6416 1.7176  0.1815
H: -1.2100 -1.2704 1.4222  0.1359
H: -1.8353 -0.8194 -0.7905  0.1474
H: -0.2084 2.0650 0.3209  0.1424
H: 1.5701 2.4835 0.5585  0.1593
H: 0.5330 -2.5609 -0.0909  0.0962
H: 2.8870 -0.3492 -0.1865  0.1370
H: 1.2705 -1.7516 -1.2027  0.1078
H: -2.1428 1.4479 -1.3636  0.1591

3.
C3H6INO2 | ωB97M-V/def2-TZVPD

Results
F_max	0.08215	Eh/bohr
orbital gap	9.53	eV
E_HOMO	-9.830	eV
relative energy (zero: lowest compared OMol25 entry of this formula, charge and spin)	407.4	kJ/mol
SMILES string	CC(C)(I)[N+](=O)[O-]

Last column: Löwdin charge in e.
Atoms and positions in Å:
C: 0.8826 -0.7982 0.8562  -0.1553
C: -0.3307 -0.1835 -1.4823  -0.0973
C: -0.2857 -0.1981 0.0411  -0.7472
N: -0.2021 1.4672 0.4322  -0.3921
O: -1.2669 2.0182 0.2590  0.0144
O: 0.7828 1.8186 1.0043  0.0780
I: -2.1215 -1.0643 0.8844  0.8580
H: 0.6185 -0.7853 1.9695  0.0916
H: 1.7356 -0.1873 0.4886  0.0896
H: 1.1632 -1.7890 0.6442  0.0556
H: -0.7626 0.8084 -1.7162  0.0940
H: -0.8968 -1.0581 -1.6665  0.0405
H: 0.6837 -0.0484 -1.7146  0.0703

4.
C2H4FN | ωB97M-V/def2-TZVPD

Results
F_max	0.12239	Eh/bohr
orbital gap	10.56	eV
E_HOMO	-10.046	eV
relative energy (zero: lowest compared OMol25 entry of this formula, charge and spin)	457.9	kJ/mol

Last column: Löwdin charge in e.
Atoms and positions in Å:
C: -0.5686 -0.5527 0.0907  -0.0278
C: 1.1815 0.4812 0.0058  0.0592
N: -1.8905 -0.5820 0.0109  -0.0191
F: -2.4991 0.6469 -0.0241  -0.1145
H: 1.6023 -0.2107 0.7508  0.0356
H: -0.0185 -1.4192 0.1188  0.0142
H: 0.8226 1.4347 0.1510  -0.0194
H: 1.3702 0.2018 -1.1039  0.0718